# 1
66
Properties=species:S:1:pos:R:3:forces:R:3 method="wB97M-V/def2-TZVPD" orbital_gap_ev=4.873 multiplicity=1 charge=-1 lumo_energy_ev=1.705
Li -18.1888 -4.7824 7.6520 -0.28 0.20 -0.15
C -30.3318 -9.7224 11.1119 1.41 1.38 0.39
O -30.0220 -9.2977 9.7977 0.43 0.64 0.11
C -28.8302 -8.6022 9.6895 -0.47 -0.31 -1.83
C -28.6074 -8.0034 8.4058 -1.19 -1.05 1.46
C -27.4667 -7.3214 8.1646 1.45 0.44 1.35
C -26.4707 -7.3151 9.1866 -0.35 -0.50 -0.79
C -26.6251 -8.0368 10.3574 -0.02 1.55 -0.96
C -27.8391 -8.5869 10.6408 -0.52 -0.47 -0.10
C -25.1735 -6.7221 8.9648 0.23 -0.48 0.44
N -24.1750 -6.8324 9.8093 0.80 0.68 -0.94
C -23.1044 -6.2298 9.1360 0.29 -0.57 0.98
C -23.5087 -5.7048 7.9216 -0.25 -0.81 -0.05
N -24.8664 -6.1165 7.8039 2.44 1.06 1.12
C -22.5823 -5.0375 7.0405 1.92 -0.51 0.99
C -22.7892 -4.3769 5.8598 -1.29 1.14 -0.70
C -21.7913 -3.6847 5.1955 0.31 -1.43 -0.47
C -20.4811 -3.8838 5.6272 -1.23 1.36 -0.20
N -20.2387 -4.5223 6.7300 1.74 -0.24 0.43
C -21.1893 -5.0550 7.4482 -2.55 -0.59 -0.13
C -20.8044 -5.6878 8.6820 1.15 -0.22 0.94
N -19.4931 -5.6231 8.9599 1.27 -0.37 0.54
C -18.9928 -6.1344 10.0763 -0.80 -0.05 -0.32
C -19.8657 -6.6994 11.0402 1.81 0.68 -0.18
C -21.1926 -6.7080 10.8287 -0.62 0.17 -1.43
C -21.6858 -6.2657 9.5754 -2.02 0.63 -0.09
H -31.2939 -10.1362 11.1332 -1.51 -0.23 -0.19
H -30.2285 -8.8478 11.8104 -0.28 -0.88 -0.39
H -29.6610 -10.5100 11.4078 0.51 -0.32 0.34
H -29.3788 -8.1640 7.6790 -0.28 0.21 -0.31
H -27.2942 -6.7604 7.2563 -0.23 -0.22 -0.15
H -25.8052 -8.0117 11.0388 0.30 -0.22 0.46
H -27.9387 -9.0594 11.5724 -0.39 -0.64 1.04
H -25.4868 -6.0849 7.0524 -0.56 0.41 -1.30
H -23.8126 -4.2817 5.5295 -0.21 -0.02 -0.35
H -21.9458 -3.2325 4.2276 -0.30 0.35 0.13
H -19.6788 -3.3519 5.1684 0.78 -0.11 -0.39
H -17.8941 -6.0704 10.2109 -0.87 0.04 -0.10
H -19.4214 -7.0109 11.9645 -0.05 -0.27 0.39
H -21.8294 -7.0399 11.5959 -1.01 -0.46 0.62
Se -17.3698 -2.2856 8.0048 -1.17 1.71 0.38
Sb -15.6579 -3.6236 7.0981 1.95 -0.70 0.93
Se -16.5157 -4.4345 5.0341 -0.30 -0.34 -1.46
Se -13.2883 -2.5930 6.8095 -0.61 -0.93 1.14
Se -16.0324 -5.5031 8.7129 1.01 -0.15 -0.37
C -15.6620 -0.8077 4.1065 -0.21 0.40 1.27
C -15.6020 -0.3482 2.6691 -1.21 2.76 1.13
N -14.2740 0.1727 2.3803 0.57 -0.04 0.07
C -13.4202 -1.0198 2.3593 2.55 1.09 -1.70
C -13.7503 -2.0337 3.3957 -0.31 1.18 2.36
N -14.2946 -1.1357 4.5010 0.13 -1.06 0.18
C -13.4956 0.0494 4.6942 0.76 0.99 -0.34
C -13.7930 0.9994 3.5093 -0.67 -0.16 0.46
H -16.1916 -1.7177 4.1291 -0.94 -1.18 0.52
H -16.1089 -0.1266 4.8906 0.50 -0.48 -1.09
H -16.3897 0.4370 2.6419 0.57 -0.13 -0.69
H -15.8757 -1.1023 1.9751 -0.06 -0.77 -0.64
H -12.3224 -0.5977 2.4645 -1.95 -1.20 -0.29
H -13.5269 -1.4521 1.3840 0.28 -0.32 -0.73
H -12.9266 -2.6290 3.7767 0.19 0.13 0.12
H -14.5967 -2.6845 3.2992 -0.24 -0.69 -0.98
H -14.1918 -1.6898 5.4622 0.00 -0.12 -0.24
H -12.4353 -0.2250 4.6620 -0.23 -0.17 0.15
H -13.6618 0.4637 5.6851 -0.30 0.05 0.06
H -12.8269 1.4912 3.2922 -0.81 0.21 -0.38
H -14.6336 1.6935 3.7377 0.92 -0.06 -0.04

=====

# 2
66
Properties=species:S:1:pos:R:3:forces:R:3 method="wB97M-V/def2-TZVPD" orbital_gap_ev="7.103 / 6.140" multiplicity=2 s2=1.232 charge=+2 lumo_energy_ev="-5.813 / -7.218"
Mn -0.0836 -1.5372 -0.1651 -0.35 -0.04 0.35
O -3.1164 -7.5157 -0.5661 -0.04 -0.17 0.02
C -2.4870 -6.5173 -0.5760 0.09 0.21 -0.10
S -1.0365 -6.2250 0.4275 0.21 0.17 0.05
C -0.7909 -4.5803 -0.0809 1.07 -0.26 0.91
C -1.6570 -4.0707 -1.0223 -0.68 0.42 -0.60
S -1.5205 -2.4294 -1.4942 -0.85 -0.49 -0.70
S -2.8999 -5.1129 -1.6291 0.21 0.33 0.03
S 0.4750 -3.6143 0.5357 -0.77 -0.52 -0.05
S -0.9842 -1.0860 1.7341 -0.21 -0.18 0.40
C -0.5418 0.6086 1.9353 -0.08 -0.09 -0.12
C -0.1578 1.0449 3.2020 -0.06 -0.12 -0.26
C 0.2948 2.3386 3.3845 -0.04 0.07 -0.03
C 0.3381 3.2282 2.3197 0.04 0.01 0.03
C -0.0858 2.8225 1.0657 0.01 0.05 -0.05
C -0.5201 1.5184 0.8755 -0.11 -0.22 -0.28
S -0.9062 0.9904 -0.7999 0.22 0.04 0.60
H -0.1947 0.3379 4.0172 0.05 0.00 0.13
H 0.6263 2.6505 4.3617 0.01 0.07 0.14
H 0.7079 4.2311 2.4665 -0.01 0.10 -0.01
H -0.0535 3.5056 0.2314 0.01 0.11 -0.11
N 1.6447 -1.0299 -0.1631 1.03 0.58 -0.30
S 2.9438 -1.5399 0.7530 0.25 0.71 -1.00
C 3.9227 -2.5897 -0.3412 -0.26 0.05 0.23
C 5.1824 -2.9581 0.0997 0.02 0.05 0.11
C 5.9541 -3.7788 -0.7044 -0.01 0.03 0.06
C 5.4538 -4.2349 -1.9146 -0.09 -0.04 -0.04
C 4.1733 -3.8892 -2.3199 0.10 -0.02 0.03
C 3.3945 -3.0596 -1.5293 -0.30 0.18 -0.06
C 3.8501 0.0160 0.6791 -0.09 -0.32 0.27
C 3.6844 0.8845 1.7463 0.03 -0.15 0.05
C 4.2241 2.1561 1.6574 0.01 0.03 -0.02
C 4.9122 2.5391 0.5155 -0.01 -0.01 0.04
C 5.0585 1.6610 -0.5488 -0.06 -0.02 0.01
C 4.5202 0.3884 -0.4758 0.06 -0.11 -0.04
H 1.9265 -0.2191 -0.7315 0.03 -0.42 0.29
H 5.5539 -2.6044 1.0509 0.12 0.02 0.07
H 6.9405 -4.0678 -0.3798 0.11 -0.02 0.03
H 6.0568 -4.8775 -2.5376 0.06 -0.05 -0.04
H 3.7769 -4.2702 -3.2478 -0.03 -0.01 -0.10
H 2.3893 -2.7853 -1.8321 0.13 -0.02 0.01
H 3.1550 0.5654 2.6310 -0.09 -0.01 0.12
H 4.1080 2.8427 2.4817 0.03 0.06 0.07
H 5.3473 3.5235 0.4573 0.04 0.14 -0.01
H 5.5878 1.9603 -1.4398 0.08 0.05 -0.05
H 4.6352 -0.3024 -1.2971 0.03 -0.08 -0.09
C -6.5081 1.8566 -0.5057 -0.54 0.27 -0.18
N -5.2036 1.3615 -0.1048 0.36 0.20 -0.15
C -5.2726 0.2169 0.7864 0.04 -0.57 0.56
C -4.0701 1.7514 -0.6757 0.76 -0.08 -0.02
S -2.8953 0.4044 -0.7660 -0.33 -0.01 -0.07
N -3.8601 2.9670 -1.1490 -0.20 -0.40 0.14
C -4.6009 4.1275 -0.6865 -0.28 0.43 0.18
C -2.8394 3.2819 -2.1245 0.42 0.07 -0.47
H -7.1319 1.0000 -0.7646 0.05 0.00 0.01
H -6.4408 2.4957 -1.3783 0.04 0.03 -0.03
H -6.9935 2.3949 0.3102 0.05 0.01 -0.03
H -6.1231 0.3607 1.4512 0.02 0.02 -0.03
H -4.3699 0.1356 1.3902 -0.10 0.02 -0.03
H -5.4154 -0.7177 0.2386 -0.05 0.07 -0.01
H -5.1305 3.9055 0.2324 -0.01 -0.02 0.06
H -5.3060 4.4833 -1.4394 0.02 -0.05 0.01
H -3.8884 4.9292 -0.4899 0.02 -0.05 0.00
H -2.4884 2.3905 -2.6357 -0.06 0.01 0.03
H -1.9934 3.7891 -1.6543 -0.07 -0.03 -0.01
H -3.2712 3.9508 -2.8696 -0.01 -0.01 0.04

=====

# 3
58
Properties=species:S:1:pos:R:3:forces:R:3 method="wB97M-V/def2-TZVPD" orbital_gap_ev=9.022 multiplicity=1 smiles="C[C@H](C(=O)Nc1ccccc1-c1ccccc1)N1CCN(C(=O)c2ccccc2)CC1" lumo_energy_ev=0.579
C -0.8201 -2.4407 -0.5829 0.16 0.02 0.21
H -1.7846 -2.8754 -0.3289 -0.05 -0.06 -0.01
H -0.8933 -1.9871 -1.5686 -0.01 0.03 -0.13
H -0.0831 -3.2396 -0.6069 0.04 -0.07 -0.04
C -0.4704 -1.3825 0.4651 -0.14 -0.14 0.00
N 0.6209 -0.4998 0.0574 0.02 -0.19 0.07
C 0.9743 0.4130 1.1393 0.14 0.29 -0.08
C 1.9570 1.4609 0.6235 -0.12 0.15 0.43
N 3.1373 0.8154 0.0919 -0.22 0.08 -0.09
C 4.3199 0.9281 0.7477 0.07 0.08 -0.06
O 4.4461 1.6109 1.7472 0.14 -0.01 0.23
C 5.4844 0.2071 0.1450 0.31 0.01 0.02
C 5.9566 0.5455 -1.1190 -0.06 -0.02 0.13
C 7.0831 -0.0765 -1.6271 0.03 0.02 -0.08
C 7.7416 -1.0402 -0.8810 0.06 -0.03 -0.02
C 7.2803 -1.3720 0.3818 0.03 -0.06 0.02
C 6.1607 -0.7441 0.8985 -0.14 0.08 -0.01
H 5.8041 -0.9847 1.8890 -0.02 0.00 0.10
H 7.7980 -2.1162 0.9686 0.04 -0.06 0.05
H 8.6192 -1.5260 -1.2812 0.07 -0.04 -0.03
H 7.4495 0.1932 -2.6067 0.03 0.03 -0.07
H 5.4470 1.3049 -1.6948 -0.06 0.06 -0.07
C 2.8256 -0.1557 -0.9262 -0.05 -0.51 -0.12
H 3.7324 -0.6646 -1.2524 -0.15 0.06 -0.01
C 1.8223 -1.1841 -0.3916 0.11 0.13 -0.32
H 1.5689 -1.8694 -1.1998 0.03 -0.03 0.04
H 2.2931 -1.7579 0.4258 -0.02 -0.01 -0.04
H 2.3785 0.3649 -1.7815 0.04 -0.09 0.00
H 2.2710 2.1223 1.4322 -0.08 -0.04 -0.13
H 1.4900 2.0492 -0.1741 -0.03 -0.01 0.05
H 0.0715 0.9040 1.5078 0.04 0.02 0.02
H 1.4346 -0.1301 1.9819 -0.05 0.02 -0.03
H -0.2536 -1.8848 1.4234 -0.11 0.17 -0.07
C -1.7387 -0.5401 0.6600 0.46 -0.16 0.19
O -2.5310 -0.7373 1.5506 -0.05 -0.03 0.20
N -1.8644 0.3980 -0.3144 0.10 0.31 -0.39
C -2.8726 1.3758 -0.3822 -0.31 0.15 0.13
C -2.5030 2.7036 -0.5676 0.00 -0.09 0.00
C -3.4584 3.7013 -0.5964 -0.01 0.03 -0.04
C -4.7944 3.3789 -0.4244 -0.04 0.09 0.02
C -5.1672 2.0584 -0.2581 0.09 0.01 0.01
C -4.2234 1.0356 -0.2548 0.14 0.16 -0.02
C -4.6664 -0.3666 -0.1746 -0.19 -0.23 -0.09
C -5.5338 -0.7817 0.8295 0.05 0.02 -0.10
C -5.9580 -2.0959 0.8877 -0.10 -0.02 0.04
C -5.5338 -3.0083 -0.0632 0.00 -0.12 0.01
C -4.6830 -2.5991 -1.0760 0.02 -0.10 -0.04
C -4.2509 -1.2872 -1.1318 -0.08 0.10 -0.01
H -3.5951 -0.9677 -1.9297 0.04 0.03 -0.05
H -4.3547 -3.3054 -1.8258 0.01 -0.05 -0.06
H -5.8641 -4.0358 -0.0157 -0.03 -0.07 0.01
H -6.6203 -2.4119 1.6805 -0.05 -0.02 0.07
H -5.8496 -0.0748 1.5820 -0.01 0.07 0.09
H -6.2110 1.8001 -0.1548 -0.09 -0.04 0.00
H -5.5446 4.1552 -0.4316 -0.07 0.06 -0.01
H -3.1594 4.7285 -0.7418 0.03 0.08 -0.01
H -1.4558 2.9487 -0.6793 0.11 0.02 0.03
H -1.0110 0.5730 -0.8334 -0.06 -0.10 0.07